a.
Density functional theory data (ωB97M-V with the def2-TZVPD basis set) for a molecular structure, C7H12N2O2.

**Net charge**: 0
**Highest occupied orbital energy**: -0.3126 hartree
**Multiplicity**: 1
**LUMO energy**: 0.8 eV
**Gap between HOMO and LUMO**: 9.35 eV

Last column: Löwdin charge in e.
Atoms and positions in Å:
C  -0.6454  1.1909  -0.4535  -0.270
C  -1.4010  2.3094  -0.3948  0.094
C  0.5707  -1.1033  -0.1497  -0.106
C  1.3614  0.0499  -0.8401  -0.360
C  -1.0990  -0.0153  0.3348  -0.417
C  2.5413  0.4500  0.0146  0.001
C  -0.9648  0.2036  1.8859  0.007
N  -0.0718  -1.9740  -0.9295  -0.066
N  -1.2081  -2.4413  -0.4769  0.125
O  0.5162  1.0696  -1.1441  0.018
O  -1.9896  -0.8035  -0.1363  -0.039
H  -1.2979  3.1019  -1.0733  0.048
H  -2.2995  2.2171  0.1408  0.053
H  0.9170  -1.5966  0.6841  0.109
H  1.7909  -0.3959  -1.7283  0.140
H  2.5945  -0.3325  0.7731  0.086
H  2.3215  1.3181  0.4708  0.046
H  3.3778  0.5575  -0.6891  0.097
H  -1.6963  -0.4518  2.3669  0.084
H  -1.4237  1.2243  1.9995  0.084
H  -0.0383  0.1572  2.3381  0.041
H  -0.0778  -1.8050  -1.9344  0.166
H  -1.7781  -2.9302  -1.0586  0.059

b.
Density functional theory data (ωB97M-V with the def2-TZVPD basis set) for a single C7H12N2O2 molecule.

**Net charge**: 0
**Structure (SMILES)**: CCC1(CC)NC(=O)NC1=O
**Highest occupied orbital energy**: -0.3651 hartree
**Multiplicity**: 1
**LUMO energy**: 0.7 eV
**Gap between HOMO and LUMO**: 10.60 eV

Last column: Löwdin charge in e.
Atoms and positions in Å:
C  1.1125  -2.5061  -0.3018  -0.105
C  0.8554  -1.3734  0.6718  -0.194
C  0.2439  -0.0271  0.4090  -0.476
C  0.6885  1.0209  1.5792  -0.130
C  2.0804  1.5500  1.3673  -0.110
N  0.3706  0.4909  -0.8251  0.136
C  -0.6755  0.5757  -1.6664  -0.416
O  -0.7331  0.8267  -2.8660  0.076
N  -1.7547  0.1438  -0.7521  0.242
C  -1.2249  -0.0708  0.4658  -0.445
O  -1.8830  -0.4143  1.4489  0.073
H  1.8665  -2.1664  -1.0809  0.091
H  0.2315  -2.8834  -0.8495  0.075
H  1.5340  -3.3558  0.3010  0.087
H  0.1234  -1.6171  1.5639  0.148
H  1.9304  -1.2680  1.2444  0.159
H  -0.1058  1.8261  1.6642  0.134
H  0.5112  0.3628  2.5657  0.160
H  2.1394  2.4607  0.6608  0.116
H  2.4971  1.9305  2.2156  0.037
H  2.7815  0.8745  1.0286  0.041
H  1.3009  0.7495  -1.0974  0.167
H  -2.6739  0.3301  -0.9887  0.135

What should be chosen as the least stable of them? Choose a.

a.
Density functional theory data (ωB97M-V with the def2-TZVPD basis set) for a molecular structure, C23H33N5O4S.

**Net charge**: 0
**Highest occupied orbital energy**: -0.3189 hartree
**Multiplicity**: 1
**LUMO energy**: -0.4 eV
**Gap between HOMO and LUMO**: 8.30 eV

Last column: Löwdin charge in e.
Atoms and positions in Å:
C  1.0198  5.0760  -9.2958  -0.101
H  1.7199  5.5193  -9.7647  -0.024
C  1.4610  4.4286  -7.9097  -0.208
C  0.3159  3.8205  -7.2028  -0.250
N  0.4938  3.6612  -5.8298  -0.138
C  -0.4299  3.3839  -5.0506  -0.327
H  -1.1035  4.2571  -5.1598  0.179
C  -0.1109  3.1550  -3.6387  -0.121
N  0.9505  2.1835  -3.4908  -0.059
C  0.8927  1.0621  -2.7068  -0.216
O  1.9346  0.0884  -2.8835  -0.121
C  -0.3894  0.7313  -2.1076  -0.089
N  -0.3786  -0.2735  -1.0677  0.051
C  0.0949  -1.6426  -1.6740  -0.103
N  0.1560  -2.6974  -1.0853  0.150
C  0.4869  -2.4843  0.3080  -0.173
C  0.6530  -3.6259  1.1412  0.014
C  0.8549  -3.6186  2.4172  -0.176
C  0.6139  -2.6644  3.1144  -0.376
C  0.4581  -1.3227  2.3995  0.184
C  0.1298  -1.3936  0.9449  -0.047
C  0.0920  -0.1214  0.1800  -0.460
O  -0.1885  0.8685  0.7247  0.143
H  0.3856  -0.3567  2.9199  0.125
S  0.6380  -2.7601  4.7283  0.681
O  0.6756  -1.2360  5.4145  -0.384
O  1.7976  -3.1744  5.3092  -0.223
N  -0.5625  -3.5854  5.1845  -0.280
C  -0.4420  -4.1509  6.3748  -0.255
C  -0.7108  -3.4125  7.7436  -0.120
H  0.0662  -2.8351  7.7224  0.062
H  -0.8232  -4.1419  8.4826  0.108
C  -2.0619  -2.7728  7.6440  -0.364
C  -2.4094  -1.8079  8.9021  -0.049
H  -2.3361  -2.4765  9.7622  0.059
H  -1.4209  -1.3183  8.9672  0.090
H  -3.4383  -1.4964  8.8102  0.070
C  -1.8915  -1.7543  6.4520  -0.113
C  -1.8099  -2.6977  5.0968  -0.085
H  -1.6072  -2.0411  4.1299  0.148
H  -2.5682  -3.3060  5.0988  0.046
H  -1.1053  -0.9753  6.3865  0.087
H  -3.0878  -1.2737  6.2165  0.177
H  -2.9354  -3.3434  7.5557  0.110
H  0.4473  -4.7413  6.2523  0.110
H  -1.3406  -5.0759  6.4605  0.195
H  1.0231  -4.5194  3.1126  0.179
H  0.7821  -4.6022  0.6649  0.134
H  -0.1044  -1.7582  -2.7910  0.155
H  -0.4743  1.6662  -1.3976  0.181
H  -1.2234  0.5816  -2.6407  0.108
C  2.1400  2.4267  -4.2521  -0.196
H  2.8183  1.5202  -3.9807  0.162
C  1.7686  2.6474  -5.5873  -0.105
H  2.6515  2.8798  -6.1512  0.108
H  1.5858  1.5725  -5.9588  0.158
H  2.5102  3.4809  -3.9605  0.162
H  -0.8259  3.0559  -3.0061  0.060
H  0.4593  4.1059  -3.2930  0.170
H  -0.6544  2.3631  -5.1107  0.127
H  0.0069  2.8795  -7.7248  0.154
H  -0.4732  4.4701  -7.1828  0.094
H  2.2649  3.8852  -8.1423  0.044
H  1.8586  5.5709  -7.4962  0.187
H  0.0879  5.8395  -9.1778  0.130
H  0.6121  4.2773  -9.9010  0.061

b.
Density functional theory data (ωB97M-V with the def2-TZVPD basis set) for a single C23H33N5O4S molecule.

**Net charge**: 0
**Structure (SMILES)**: CCCN1CCN(C(=O)Cn2cnc3ccc(S(=O)(=O)N4CCC(C)CC4)cc3c2=O)CC1
**Highest occupied orbital energy**: -0.3291 hartree
**Multiplicity**: 1
**LUMO energy**: 0.0 eV
**Gap between HOMO and LUMO**: 8.98 eV

Last column: Löwdin charge in e.
Atoms and positions in Å:
C  -5.7595  -4.6693  -0.1551  -0.108
C  -6.3933  -3.8056  -1.2374  -0.245
C  -6.8747  -2.4683  -0.6737  -0.221
N  -5.7994  -1.7184  -0.0461  -0.183
C  -4.9108  -1.0919  -1.0064  -0.156
C  -3.7169  -0.4757  -0.2749  -0.113
N  -4.1907  0.4999  0.6804  -0.043
C  -4.0593  1.8349  0.6506  -0.436
O  -4.5717  2.5684  1.4781  0.051
C  -3.1693  2.4514  -0.4414  -0.025
N  -1.7722  2.3953  -0.0518  0.037
C  -1.3585  3.0876  1.0428  -0.105
N  -0.1608  3.1382  1.4859  0.131
C  0.8074  2.4555  0.7996  -0.209
C  2.1368  2.5266  1.2421  0.015
C  3.1227  1.8601  0.5543  -0.035
C  2.7990  1.1105  -0.5735  -0.264
S  4.1384  0.2858  -1.4319  0.676
O  5.1481  1.2537  -1.7423  -0.277
O  3.5980  -0.5050  -2.5017  -0.277
N  4.7237  -0.6753  -0.1883  -0.244
C  6.1213  -1.0424  -0.3025  -0.198
C  6.5941  -1.6362  1.0203  -0.147
C  5.7458  -2.8565  1.3853  -0.393
C  6.1771  -3.4486  2.7234  -0.073
C  4.2735  -2.4401  1.4148  -0.146
C  3.8696  -1.8101  0.0848  -0.206
C  1.5084  1.0169  -1.0287  0.027
C  0.4943  1.6937  -0.3438  -0.045
C  -0.8865  1.6257  -0.8076  -0.355
O  -1.2826  0.9737  -1.7546  0.067
C  -5.1049  -0.0982  1.6343  -0.112
C  -6.2849  -0.7226  0.8911  -0.165
H  -6.4861  -4.9007  0.6202  0.072
H  -4.9290  -4.1380  0.3007  0.062
H  -5.3937  -5.6027  -0.5757  0.067
H  -5.6741  -3.6398  -2.0405  0.093
H  -7.2532  -4.3212  -1.6697  0.106
H  -7.6240  -2.6716  0.0955  0.118
H  -7.3628  -1.8818  -1.4722  0.122
H  -4.5447  -1.8460  -1.7026  0.120
H  -5.4305  -0.3048  -1.5856  0.134
H  -3.0153  -0.0515  -0.9895  0.095
H  -3.2038  -1.2664  0.2835  0.136
H  -3.2709  1.9574  -1.4082  0.125
H  -3.4708  3.4989  -0.5331  0.142
H  -2.1292  3.6295  1.5759  0.142
H  2.3511  3.1183  2.1174  0.118
H  4.1564  1.9028  0.8575  0.119
H  6.6671  -0.1326  -0.5540  0.116
H  6.2648  -1.7725  -1.1134  0.135
H  6.4995  -0.8832  1.8043  0.125
H  7.6450  -1.9160  0.9348  0.121
H  5.8762  -3.6158  0.6057  0.143
H  5.5772  -4.3225  2.9659  0.076
H  7.2218  -3.7479  2.6885  0.076
H  6.0562  -2.7176  3.5197  0.080
H  4.1217  -1.7100  2.2120  0.124
H  3.6382  -3.3047  1.6130  0.120
H  2.8410  -1.4438  0.1223  0.119
H  3.9400  -2.5492  -0.7266  0.131
H  1.2781  0.4347  -1.9078  0.129
H  -5.4473  0.6804  2.3167  0.122
H  -4.5726  -0.8737  2.1925  0.132
H  -6.9435  -1.2090  1.6135  0.124
H  -6.8538  0.0779  0.3833  0.134

What should be chosen as the least stable of them? Choose a.

a.
Density functional theory data (ωB97M-V with the def2-TZVPD basis set) for 2 unconnected molecules or ions with the total composition C4H5F3O.

**Net charge**: 0
**Highest occupied orbital energy (alpha / beta)**: -0.2724 / -0.3293 hartree
**Multiplicity**: 1
**LUMO energy (alpha / beta)**: 0.0 / 0.2 eV
**Gap between HOMO and LUMO (alpha / beta)**: 7.39 / 9.21 eV

Last column: Löwdin charge in e.
Atoms and positions in Å:
C  1.7159  -1.0946  0.0881  0.016
C  1.3312  0.1290  0.4198  -0.171
C  0.4293  0.7821  -0.4646  -0.224
C  -1.9999  -0.4108  -0.2022  -0.381
O  -0.0780  1.9860  -0.1824  -0.019
F  -1.8402  -1.7513  -0.0487  0.085
F  -2.8114  -0.1985  -1.2173  0.132
F  -2.2955  0.3169  0.9310  0.067
H  2.3055  -1.6959  0.8658  0.096
H  1.3790  -1.5092  -0.7827  0.034
H  1.6698  0.6389  1.2847  0.100
H  0.5838  0.7175  -1.4862  0.104
H  -0.3895  2.0899  0.7948  0.161

b.
Density functional theory data (ωB97M-V with the def2-TZVPD basis set) for a single C4H5F3O molecule.

**Net charge**: 0
**Structure (SMILES)**: O[C@H]1CC(F)(F)[C@@H]1F
**Highest occupied orbital energy**: -0.3775 hartree
**Multiplicity**: 1
**LUMO energy**: 0.8 eV
**Gap between HOMO and LUMO**: 11.06 eV

Last column: Löwdin charge in e.
Atoms and positions in Å:
O  -0.8767  0.3047  -1.3674  0.001
C  -0.4449  0.5470  -0.0875  -0.266
C  -0.0258  -0.6679  0.7802  -0.002
C  1.4440  -0.2461  0.7679  -0.494
F  2.0462  -0.1484  1.9681  0.112
F  2.2421  -1.0517  0.0144  0.086
C  1.1455  1.0873  0.0479  -0.140
F  1.2604  2.1871  0.8273  0.036
H  -0.3047  -0.3414  -1.8002  0.106
H  -1.1400  1.2398  0.3794  0.149
H  -0.4351  -0.6356  1.7872  0.128
H  -0.2100  -1.6454  0.3373  0.128
H  1.6728  1.2507  -0.8932  0.156

c.
Density functional theory data (ωB97M-V with the def2-TZVPD basis set) for 2 unconnected molecules or ions with the total composition C4H5F3O.

**Net charge**: 0
**Structure (SMILES)**: FC1C=C1.OC(F)F
**Highest occupied orbital energy**: -0.3729 hartree
**Multiplicity**: 1
**LUMO energy**: 0.8 eV
**Gap between HOMO and LUMO**: 10.91 eV

Last column: Löwdin charge in e.
Atoms and positions in Å:
F  -3.1522  1.6423  0.3009  -0.010
C  -2.6669  0.5151  -0.2461  -0.367
C  -2.7978  -0.8013  0.3148  -0.010
C  -1.5953  -0.2901  0.5156  0.076
H  -2.6480  0.7424  -1.3735  0.148
H  -3.5219  -1.5534  0.4227  0.080
H  -0.5663  -0.2463  0.8498  0.077
O  3.6693  0.6019  -0.2092  0.128
C  2.6248  -0.0853  0.1611  -0.489
F  1.4901  0.6107  -0.0104  0.076
F  2.5430  -1.1321  -0.8027  -0.005
H  3.9855  0.6011  -1.0902  0.113
H  2.6357  -0.6050  1.1673  0.184

What should be chosen as the least stable of them? Choose a.